Entry from the Open Molecules 2025 dataset: a 6-piece molecular cluster, C3H18NO7 overall at a distorted geometry (ωB97M-V with the def2-TZVPD basis set).

```
29
Properties=species:S:1:pos:R:3:lowdin_charge:R:1
O 2.208 0.341 -1.717 -0.03
O 2.131 2.848 -0.812 0.01
O 2.610 -0.194 1.165 0.01
O -0.456 -0.143 1.626 0.05
O 0.840 0.829 3.512 0.02
O -2.556 0.563 2.107 0.13
O -0.029 -1.703 -3.140 -0.06
N -1.017 -1.683 -0.222 0.22
C -2.265 -1.075 0.409 -0.18
C -1.783 -0.208 1.583 -0.51
C -2.819 -0.018 -0.586 -0.03
H -1.236 -2.639 -0.536 0.18
H 0.702 -2.034 -3.618 0.02
H -3.416 0.694 -0.037 0.08
H -3.502 -0.258 -1.421 0.10
H -0.166 0.377 2.490 0.10
H -0.356 -1.629 0.619 0.17
H 3.036 0.185 -2.113 0.04
H 0.672 1.485 4.209 0.11
H -2.134 0.596 -1.195 0.10
H 2.384 1.233 -1.464 -0.03
H 0.182 -0.803 -3.529 0.08
H -2.987 -1.710 0.957 0.18
H 2.664 0.038 0.247 -0.01
H 2.783 -1.067 1.250 -0.01
H 2.154 3.567 -1.382 0.04
H 1.682 1.040 3.162 0.05
H -0.610 -1.094 -0.962 0.13
H 1.284 2.464 -0.599 0.06
```

Computed properties:
Electronic energy: -706.284056 Eh
Maximum force: 4.4 eV Å⁻¹
LUMO: -2.8 eV
Kohn-Sham gap: 11.209 eV
Charge: +1